No. 1
DFT (wB97M-V/def2-TZVPD) results for a molecular structure, C45H46Cl2N6O9SSiTi at a distorted geometry.

Each line ends with the Löwdin charge.
Element x y z (Å)
Ti: -0.17072 -0.44021 -0.13765  0.883
Cl: 5.99033 -0.48613 -1.65966  0.098
Cl: 1.69965 -1.91471 -0.80874  0.290
S: -2.09435 1.41944 -0.35900  0.368
Si: -1.12786 0.58567 -3.17974  0.523
O: 3.88127 1.00329 3.22846  -0.121
O: -0.26014 -0.00557 -1.88257  -0.411
O: 0.27621 -3.91121 1.03271  0.045
O: -0.81583 -3.40985 3.37011  -0.124
O: -0.78228 1.44142 0.37436  -0.362
O: -2.36747 -0.06078 -0.40760  -0.413
O: -1.87457 1.92663 -1.74166  -0.338
O: 2.96520 -2.18069 4.14572  -0.121
O: -3.12185 2.16026 0.32173  -0.276
N: -1.07091 -2.61816 -0.37364  0.091
N: -0.51375 -0.84162 2.07196  0.095
N: 0.14079 -1.06917 4.30518  0.149
N: -1.59841 -4.25362 -1.86258  -0.090
N: 1.61299 -0.16673 2.79474  0.182
N: -2.74339 -2.22789 -2.00765  0.228
C: -1.80385 -2.98583 -1.42025  -0.406
C: -4.56361 -0.18720 -5.51031  -0.103
C: 1.60588 0.51664 0.41759  -0.247
C: 2.09174 -2.79306 7.62191  -0.111
C: 2.16576 0.49776 1.67406  -0.166
C: 0.78547 -2.32421 7.67763  -0.113
C: 0.88838 -1.64757 5.33140  -0.147
C: -4.17936 -1.19872 2.46670  -0.081
C: -0.51036 2.15026 -4.05535  -0.197
C: -0.19278 -0.53634 -5.79255  -0.144
C: -2.57577 -4.98346 -2.63171  -0.042
C: -0.42287 -3.77534 0.06687  -0.515
C: -3.27384 -0.11607 -4.99509  -0.090
C: 2.19198 -2.17779 5.27216  -0.235
C: -0.91630 4.37194 -4.95100  -0.106
C: 4.04500 1.81733 0.94534  -0.036
C: 0.33507 4.37713 -5.55208  -0.120
C: 0.72601 -2.90951 -4.74374  -0.081
C: -5.41998 0.55699 -3.41840  -0.090
C: -1.91801 -2.74209 2.96670  -0.240
C: -2.90659 -0.67095 2.29267  -0.017
C: -1.32753 3.27190 -4.21094  -0.086
C: 0.86381 -2.67773 -6.10074  -0.112
C: 2.26533 1.25703 -0.57355  -0.108
C: -0.36963 -0.74409 -4.41849  -0.203
C: 2.54538 -3.09405 3.11579  -0.027
C: -4.12489 0.64651 -2.92495  -0.090
C: 5.27870 0.79731 3.32041  -0.087
C: 2.76726 -2.71881 6.41792  -0.016
C: 0.74986 2.18508 -4.65430  -0.092
C: 0.20829 -1.77257 6.55285  -0.031
C: 3.46100 1.89085 -0.31859  -0.082
C: -3.18893 -3.29089 3.07980  -0.032
C: -2.99964 0.32789 -3.69663  -0.186
C: -4.32107 -2.52671 2.81649  -0.101
C: -5.64919 0.15588 -4.72507  -0.120
C: 1.17442 3.28462 -5.38972  -0.094
C: 0.41806 -0.70978 2.99212  -0.323
C: 4.83661 -1.18226 -2.89471  -0.719
C: 3.38914 1.13044 1.93814  -0.227
C: 0.12184 -1.95690 -3.92850  -0.102
C: -1.75407 -1.42971 2.46798  -0.201
C: 0.40384 -1.47518 -6.62274  -0.104
C: -0.74938 -4.90836 -0.90002  -0.040
C: -0.91938 -4.78698 3.62403  -0.085
H: -2.29947 3.28178 -3.73008  0.100
H: 5.01339 2.26363 1.13391  0.103
H: 0.65539 5.23067 -6.14104  0.087
H: -0.81476 -1.40725 6.60023  0.115
H: 0.21274 -2.38583 8.59723  0.095
H: 2.56840 -3.22631 8.49387  0.092
H: -1.52672 -4.98450 4.51946  0.093
H: 1.41957 1.33786 -4.53992  0.115
H: 0.10020 -5.13512 3.79685  0.094
H: -5.04489 -0.57363 2.27585  0.104
H: -2.12633 -5.92438 -2.95720  0.089
H: 5.46701 0.33986 4.29341  0.083
H: 3.07930 -2.81608 2.20679  0.102
H: 3.97205 2.42214 -1.11278  0.102
H: 1.48320 -3.04098 2.91940  0.052
H: 2.81378 -4.11561 3.41237  0.096
H: -0.85431 -1.13247 4.47125  0.129
H: -3.29669 -4.32215 3.39994  0.094
H: 0.17929 -5.28856 -1.33744  0.140
H: 4.49769 -0.37467 -3.54390  -0.148
H: -4.71105 -0.50757 -6.53772  0.093
H: 5.82752 1.74379 3.25870  0.080
H: 1.35505 -3.40567 -6.73875  0.090
H: 4.01767 -1.65132 -2.34999  -0.176
H: -6.65827 0.11521 -5.12371  0.088
H: 2.24514 -0.17314 3.58431  0.134
H: 1.11637 -3.82070 -4.29937  0.099
H: 2.15927 3.27870 -5.84475  0.097
H: -1.27424 -5.72133 -0.38112  0.132
H: -5.30619 -2.97517 2.90752  0.094
H: -0.52178 0.39959 -6.23937  0.101
H: -1.34205 -5.32230 2.76567  0.093
H: 5.62736 0.13280 2.52437  0.105
H: -6.25299 0.80764 -2.76847  0.097
H: 0.07827 -2.15445 -2.86866  0.026
H: -1.57368 5.22936 -5.05664  0.089
H: -3.48267 -5.19652 -2.04737  0.093
H: 3.77737 -3.10210 6.31661  0.120
H: -2.80014 0.35982 1.97561  0.095
H: -4.00782 0.98318 -1.91083  0.072
H: 0.52551 -1.26024 -7.68042  0.090
H: -2.76438 -2.23117 -3.02094  0.106
H: -2.81692 -1.29230 -1.60622  0.054
H: -2.85901 -4.42595 -3.52616  0.084
H: 1.85190 1.28040 -1.57365  0.096
H: -2.45871 -0.41644 -5.63881  0.074

Energy relative to the best compared isomer or geometry (same formula, charge and spin)   0.0 kcal/mol
M   993.8 g/mol
LUMO   3.56 eV
Maximum force   1.82 eV/A
DFT total energy   -5205.8541 a.u.
Gap between HOMO and LUMO   0.097 Eh
Total charge   -2

No. 2
DFT (wB97M-V/def2-TZVPD) results for a single C7H13PS molecule at a distorted geometry.

Each line ends with the Löwdin charge.
Element x y z (Å)
S: -3.24430 1.06152 0.65608  0.231
P: -1.62629 0.14436 0.20722  0.469
C: -2.14943 -1.46111 -0.72397  -0.422
C: -3.46081 -1.92865 -0.13998  -0.224
C: 1.25702 1.83894 0.39633  -0.455
C: 0.81526 1.23821 1.67931  0.024
C: -0.65823 1.02146 -1.06743  -0.309
C: 0.43645 1.72817 -0.87008  -0.156
C: 2.66831 1.33782 0.10699  -0.097
H: -1.20271 0.91265 -2.03038  0.082
H: 0.08007 1.83194 2.24890  0.061
H: -2.04730 -1.33474 -1.78645  0.064
H: -3.08624 -2.60833 0.62786  0.071
H: -3.92256 -2.61005 -0.92268  0.089
H: 0.88952 2.12821 -1.73681  0.095
H: 3.15956 1.73279 -0.85616  0.099
H: -4.19479 -1.14727 0.10682  -0.003
H: 1.17154 2.94591 0.62412  0.158
H: 3.37231 1.76693 0.85259  0.089
H: -1.47342 -2.21354 -0.53716  0.032
H: 2.88554 0.34942 -0.13894  0.054
H: 1.37177 0.52465 2.24838  0.048

Energy relative to the best compared isomer or geometry (same formula, charge and spin)   86.6 kcal/mol
M   160.2 g/mol
LUMO (alpha / beta)   -1.15 / 0.05 eV
Maximum force   4.69 eV/A
DFT total energy   -1013.9173 a.u.
Gap between HOMO and LUMO (alpha / beta)   0.256 / 0.289 Eh

No. 3
DFT (wB97M-V/def2-TZVPD) results for a single C10H12N2O molecule at a distorted geometry.

Each line ends with the Löwdin charge.
Element x y z (Å)
O: -1.14284 -1.84365 1.45176  0.108
N: 3.10559 0.51775 -1.57481  0.171
N: -0.75938 -0.77163 1.18118  -0.025
C: -0.12229 -2.73791 -1.55754  0.166
C: 0.01447 -1.64839 -1.07001  -0.048
C: -0.73808 2.06339 -0.36927  -0.058
C: 1.45231 0.63655 1.63402  -0.067
C: 1.37217 -0.12245 0.29927  -0.359
C: -0.84898 0.61902 -0.86284  -0.347
C: -0.03529 -0.52047 -0.05293  -0.381
C: 1.96116 -0.75890 1.53335  -0.059
C: 2.36607 0.26483 -0.72193  -0.145
C: -2.29964 0.24067 -0.73233  -0.099
H: -0.44242 0.63908 -1.90176  0.152
H: -1.29510 2.70843 -1.02152  0.071
H: -0.44867 -3.63002 -1.93212  0.012
H: 3.03418 -1.00762 1.64696  0.139
H: 0.35196 2.27056 -0.32687  0.088
H: 0.55320 0.69343 2.19372  0.091
H: -2.97702 0.91129 -1.24280  0.078
H: 1.27922 -1.40997 1.94227  0.069
H: -1.40868 2.09570 0.52982  0.099
H: -2.55345 0.12616 0.38303  0.099
H: 2.20141 1.47450 1.64194  0.139
H: -2.61987 -0.81035 -1.07059  0.107

Structure (SMILES)   C#C[C@](N=O)(C(C)C)C1(C#N)CC1
Energy relative to the best compared isomer or geometry (same formula, charge and spin)   174.4 kcal/mol
M   176.2 g/mol
LUMO   -0.54 eV
Maximum force   4.85 eV/A
DFT total energy   -572.7583 a.u.
Gap between HOMO and LUMO   0.332 Eh